a) ORCA calculation (wB97M-V/def2-TZVPD) on one molecule with the formula C7H8.

Summary:
Kohn-Sham gap = 0.3770 Ha
LUMO energy = 0.461 eV
SMILES string = C#CC(C)(C)C#C
HOMO level = -9.80 eV

```
! RIJCOSX wB97M-V def2-TZVPD def2/J DEFGRID3
* xyz 0 1
C -1.035 1.103 1.769
C -0.067 0.400 1.583
C 0.190 -0.044 0.153
C -0.851 0.529 -0.860
C 1.566 0.471 -0.237
C 0.064 -1.499 0.132
C -0.098 -2.689 0.115
H -1.920 1.659 1.607
H -1.879 0.220 -0.640
H -0.599 0.156 -1.858
H -0.823 1.625 -0.894
H 1.572 1.563 -0.129
H 2.316 0.043 0.428
H 1.774 0.208 -1.274
H -0.212 -3.747 0.106
*
```

These are the natural (NBO) partial charges, in e, on atoms 1 to 5:
1 C -0.139
2 C -0.064
3 C -0.159
4 C -0.590
5 C -0.578

b) ORCA calculation (wB97M-V/def2-TZVPD) on one molecule with the formula C7H8.

Summary:
Kohn-Sham gap = 0.3574 Ha
LUMO energy = 0.950 eV
SMILES string = Cc1ccccc1
HOMO level = -8.78 eV

```
! RIJCOSX wB97M-V def2-TZVPD def2/J DEFGRID3
* xyz 0 1
C -1.407 -0.453 1.606
C -0.430 -0.008 0.552
C 0.752 -0.786 0.483
C 1.739 -0.472 -0.430
C 1.443 0.548 -1.374
C 0.153 0.956 -1.560
C -0.818 0.721 -0.547
H -2.111 0.330 1.913
H -0.922 -0.769 2.528
H -2.050 -1.275 1.302
H 0.794 -1.784 0.892
H 2.406 -1.262 -0.764
H 2.195 1.126 -1.899
H -0.084 1.738 -2.272
H -1.659 1.391 -0.430
*
```

These are the natural (NBO) partial charges, in e, on atoms 1 to 5:
1 C -0.634
2 C -0.024
3 C -0.204
4 C -0.225
5 C -0.208

Which structure is the most stable? The one labeled b).

a) ORCA calculation (wB97M-V/def2-TZVPD) on one molecule with the formula C7H8.

Summary:
Kohn-Sham gap = 0.3642 Ha
LUMO energy = 1.055 eV
SMILES string = Cc1ccccc1
HOMO level = -8.85 eV

```
! RIJCOSX wB97M-V def2-TZVPD def2/J DEFGRID3
* xyz 0 1
C 1.122 1.614 0.935
C 0.493 0.527 0.103
C 0.892 -0.788 0.264
C 0.034 -1.823 -0.146
C -1.245 -1.489 -0.533
C -1.471 -0.216 -1.063
C -0.590 0.800 -0.760
H 1.635 1.170 1.786
H 1.766 2.253 0.328
H 0.358 2.235 1.408
H 1.688 -0.969 0.975
H 0.274 -2.850 0.102
H -1.988 -2.270 -0.631
H -2.281 -0.046 -1.763
H -0.688 1.852 -1.005
*
```

These are the natural (NBO) partial charges, in e, on atoms 1 to 5:
1 C -0.634
2 C -0.003
3 C -0.229
4 C -0.196
5 C -0.220

b) ORCA calculation (wB97M-V/def2-TZVPD) on one molecule with the formula C7H8.

Summary:
Kohn-Sham gap = 0.4035 Ha
LUMO energy = 1.034 eV
SMILES string = C#CC[C@H](C)C#C
HOMO level = -9.95 eV

```
! RIJCOSX wB97M-V def2-TZVPD def2/J DEFGRID3
* xyz 0 1
C -1.480 1.046 -2.550
C -1.273 0.381 -1.567
C -1.006 -0.345 -0.322
C 0.246 0.217 0.396
C 1.539 -0.278 -0.261
C 0.219 -0.116 1.826
C 0.200 -0.373 3.002
H -1.675 1.639 -3.416
H -0.862 -1.413 -0.525
H -1.879 -0.261 0.335
H 0.205 1.311 0.309
H 1.614 -1.368 -0.177
H 1.554 -0.007 -1.322
H 2.414 0.161 0.226
H 0.185 -0.594 4.047
*
```

These are the natural (NBO) partial charges, in e, on atoms 1 to 5:
1 C -0.259
2 C 0.009
3 C -0.470
4 C -0.288
5 C -0.592

Which structure is the most stable? The one labeled a).